# C6H18ClN3OPTi

A structure of composition C6H18ClN3OPTi at a distorted geometry (ωB97M-V/def2-TZVPD, the OMol25 dataset).

```
31
C6H18ClN3OPTi ωB97M-V/def2-TZVPD
Ti 5.22490 -23.36809 13.43459
Cl 4.82499 -25.40518 13.43565
O 9.54130 -28.50986 11.48946
P 8.66952 -27.48502 12.10489
N 9.47939 -26.36476 13.29649
C 8.93650 -25.05455 13.79744
C 10.90044 -26.43351 13.30578
N 7.28138 -28.09574 13.12028
C 6.13543 -28.85776 12.53686
C 7.52843 -28.39408 14.51700
N 7.95504 -26.39154 10.98636
C 8.35844 -26.56164 9.59866
C 6.75454 -25.50904 11.17091
H 9.33775 -24.90372 14.79961
H 7.86922 -25.27565 13.80909
H 9.18675 -24.22676 13.13394
H 11.33771 -26.34817 12.31099
H 11.22946 -27.45557 13.49348
H 11.26373 -25.53488 13.80436
H 5.82507 -28.32712 11.63675
H 6.36594 -29.88333 12.24850
H 5.22900 -28.86334 13.14222
H 6.60011 -28.64694 15.02924
H 7.87074 -29.41486 14.68706
H 7.93125 -27.51804 15.02533
H 9.41292 -26.31285 9.47912
H 8.26937 -27.61993 9.35334
H 7.77071 -26.00516 8.86859
H 7.04032 -24.53082 11.55757
H 6.01752 -25.94768 11.84359
H 6.16194 -25.48021 10.25652
```

- 2S+1: 4
- ⟨S²⟩: 3.76
- E_tot: -2129.80001 hartree

# C21H27Br2F11I2NO5P

A structure of composition C21H27Br2F11I2NO5P at a distorted geometry (ωB97M-V/def2-TZVPD, the OMol25 dataset).

```
70
C21H27Br2F11I2NO5P ωB97M-V/def2-TZVPD
C 0.92847 3.86179 2.05692
C -0.37875 3.67861 1.26552
C -1.10655 2.32194 1.41820
Br -3.02388 2.89525 1.14181
C -0.52989 1.08764 0.69674
P 0.96115 0.60537 1.83612
O 0.72525 0.52965 3.45178
O 2.34181 1.21341 1.28328
N 0.20431 1.26826 -0.57853
C 0.97587 2.42134 -1.06903
C 2.17413 2.13031 -1.95593
O 2.93688 1.05287 -1.51593
C 1.88777 2.11698 -3.48793
F 2.43653 3.21302 -4.05628
F 0.57557 2.16827 -3.77752
F 2.44874 1.06164 -4.08206
C 0.11767 0.25946 -1.35021
C -0.48658 -1.01215 -0.71795
C 0.84211 -1.90311 -0.62623
F 1.67925 -1.45880 -1.64491
C 1.84721 -2.03853 0.52338
C 2.94855 -3.02635 -0.02803
C -1.27636 -1.61216 -1.92603
F -1.84754 -0.63609 -2.69151
F -0.36589 -2.07296 -2.83565
C -2.23295 -2.83804 -1.80100
F -2.92504 -2.99964 -0.66701
F -1.55018 -3.96950 -2.01280
C -3.31513 -2.81676 -2.94478
F -4.20790 -1.84806 -2.74955
F -2.78815 -2.80182 -4.15815
F -3.98254 -3.98255 -2.81808
C -1.31098 -0.22912 0.39285
C -2.74169 0.03419 -0.22475
C -3.16663 1.04377 -1.30914
O -4.32123 0.94993 -1.67249
Br -2.21507 2.49833 -2.18962
C -1.81051 -1.11885 1.63718
I -2.78769 0.01412 3.23535
C -0.82866 -2.10918 2.32124
C -1.11752 -2.50994 3.79432
I -0.76626 -4.07367 1.37751
H 0.91043 3.22162 2.94015
H 1.84375 3.64583 1.51642
H 0.99725 4.87256 2.44110
H -0.31567 4.00938 0.23792
H -1.02988 4.42332 1.70318
H -1.09986 2.15636 2.48543
H 0.55059 1.35723 3.93871
H 3.02817 1.39805 1.98832
H 0.38925 3.21071 -1.52203
H 1.41864 2.88849 -0.20210
H 2.80510 3.01748 -1.85685
H 3.77903 1.07631 -1.97792
H 0.45873 0.16778 -2.36434
H 0.54044 -2.91931 -0.84874
H 2.44242 -1.15596 0.69319
H 1.56312 -2.56053 1.42105
H 3.33229 -3.63466 0.78646
H 2.53014 -3.71966 -0.75447
H 3.79214 -2.48010 -0.42589
H -3.17273 -0.88993 -0.58560
H -3.43768 0.28005 0.56759
H -2.63428 -1.71838 1.27925
H 0.14575 -1.64907 2.42035
H -0.73622 -1.78185 4.50057
H -2.13186 -2.85061 3.96803
H -0.49703 -3.38228 3.98256
O 5.03915 0.84379 1.47732
H 4.54111 0.80455 0.64922
```

- E_tot: -8430.37240 hartree

# C29H28CoN6OS

A structure of composition C29H28CoN6OS (ωB97M-V/def2-TZVPD, the OMol25 dataset).

```
66
C29H28CoN6OS ωB97M-V/def2-TZVPD
Co 0.89019 -0.84467 -1.07738
C -2.13706 3.61650 -2.05649
C -1.56148 3.07932 -3.20012
C -0.50230 2.18989 -3.09868
C -0.00472 1.84520 -1.84583
C -0.56426 2.39991 -0.70233
C -1.63554 3.27533 -0.80921
N 1.04398 0.88639 -1.73790
C 2.27986 1.14655 -2.22615
C 2.73661 2.39302 -2.72113
C 4.02546 2.50340 -3.16732
C 4.93704 1.41641 -3.16188
C 4.53743 0.20486 -2.68530
C 3.21472 0.07780 -2.21373
N 2.65030 -1.06254 -1.71806
N 3.21054 -2.18989 -1.71121
C 2.34742 -3.17168 -1.16548
C 2.77826 -4.47535 -1.04166
C 1.89702 -5.40076 -0.49508
C 0.63331 -4.99459 -0.09960
C 0.27551 -3.66508 -0.26612
N 1.11540 -2.77918 -0.79150
H -2.97157 4.29968 -2.13860
H -1.94544 3.34277 -4.17692
H -0.06627 1.75021 -3.98747
H -0.14821 2.15228 0.26521
H -2.07288 3.69673 0.08681
H 2.06752 3.24119 -2.73170
H 4.37022 3.46301 -3.53128
H 5.94293 1.55970 -3.52889
H 5.19959 -0.64920 -2.65606
H 3.77310 -4.74039 -1.36730
H 2.20023 -6.43260 -0.38108
H -0.07226 -5.68804 0.33352
H -0.69960 -3.28817 0.01257
C -1.45209 -0.99017 4.61031
C -0.85520 0.30446 4.08669
N 0.27153 0.05824 3.17113
C 1.60650 0.11531 3.77576
C 2.20637 1.51236 3.71749
C 0.05591 -0.17431 1.87889
S 1.50259 -0.37450 0.92134
N -1.22527 -0.17659 1.49866
C -1.63777 -0.42798 0.26790
O -0.92769 -0.80223 -0.71691
C -3.08791 -0.27720 0.00221
C -3.56951 -0.41784 -1.29764
C -4.91838 -0.24590 -1.55728
C -5.78991 0.06582 -0.52225
C -5.31350 0.20696 0.77466
C -3.96524 0.03759 1.03823
H -2.24030 -0.77335 5.33098
H -0.69743 -1.59967 5.10964
H -1.88126 -1.56710 3.79170
H -0.45672 0.90951 4.90089
H -1.60276 0.89426 3.56378
H 2.25149 -0.61564 3.28867
H 1.48805 -0.20791 4.80970
H 2.34445 1.83593 2.68632
H 3.17779 1.52097 4.21105
H 1.56308 2.23259 4.22400
H -2.88187 -0.64785 -2.09929
H -5.29140 -0.35160 -2.56703
H -6.84361 0.20209 -0.72740
H -5.99471 0.44994 1.57899
H -3.58031 0.14580 2.04218
```

- E_tot: -3306.45989 hartree
- Charge: +1

# C4H17IrNOP

A structure of composition C4H17IrNOP at a distorted geometry (ωB97M-V/def2-TZVPD, the OMol25 dataset).

```
25
C4H17IrNOP ωB97M-V/def2-TZVPD
C 0.09043 -0.43916 -3.29528
Ir -0.58185 -1.20025 -1.65334
N -0.81685 -2.56668 -0.00225
H 0.04360 -2.54407 -2.19850
H -0.02554 -2.67482 0.66215
H -2.03430 -1.82471 -2.24847
H 0.05527 -1.25563 -3.98295
H 1.15371 -0.09679 -2.84259
H -0.60598 0.32381 -3.58064
H -1.59932 -2.31332 0.63058
H -1.01887 -3.52461 -0.32598
C 1.97849 1.40477 0.74917
P 0.26942 0.92203 1.01533
C 0.07147 0.43054 2.74935
C -0.81578 2.33093 0.74977
O -0.09682 -0.27237 0.14677
H 2.34963 2.01792 1.58239
H 2.05069 1.97022 -0.18997
H 2.59070 0.49780 0.65455
H 0.30319 1.25858 3.43338
H -0.96274 0.09641 2.91724
H 0.73754 -0.41668 2.96387
H -0.52951 2.85385 -0.17144
H -1.85466 1.99217 0.64282
H -0.75193 3.03006 1.59403
```

- 2S+1: 6
- ⟨S²⟩: 8.76
- E_tot: -737.74816 hartree
- Charge: +1

# C16H23N4O3PPdS3

A structure of composition C16H23N4O3PPdS3 (ωB97M-V/def2-TZVPD, the OMol25 dataset).

```
51
C16H23N4O3PPdS3 ωB97M-V/def2-TZVPD
Pd 2.13535 -0.43154 -1.07160
C 0.87450 -1.20632 5.74142
C 0.72534 -1.70754 4.32191
O 0.31104 -0.60714 3.51223
P 0.19960 -0.79274 1.90225
S -0.49794 0.87721 1.15036
S 1.94105 -1.50586 1.22845
O -0.90399 -1.96607 1.89752
C -1.33698 -2.49000 0.62421
C -2.76692 -2.06551 0.37100
H 1.18252 -2.02129 6.39927
H -0.07055 -0.80184 6.10524
H 1.62617 -0.41691 5.79354
H -0.02279 -2.50125 4.26069
H 1.66982 -2.10422 3.93775
H -1.24984 -3.57611 0.69709
H -0.66768 -2.15585 -0.17219
H -3.41346 -2.39475 1.18734
H -3.12831 -2.49740 -0.56406
H -2.82277 -0.97986 0.29579
O 0.60204 -1.77312 -2.00010
C -0.19933 -1.52156 -2.95685
C -1.36743 -2.33368 -3.12774
C -2.30782 -2.09396 -4.09487
C -2.15926 -1.02732 -4.99152
C -1.02475 -0.25198 -4.88953
C -0.03081 -0.48056 -3.92849
C 1.17718 0.33484 -3.96830
N 2.08627 0.52972 -3.02758
C 3.03186 1.38490 -3.54222
C 2.70671 1.71601 -4.81623
N 1.53330 1.04324 -5.07854
H -1.48084 -3.15682 -2.43290
H -3.18199 -2.73375 -4.15891
H -2.91433 -0.80986 -5.73524
H -0.92019 0.58986 -5.56803
H 3.86679 1.70725 -2.94453
H 3.18479 2.34823 -5.54264
H 1.05144 1.00535 -5.95657
S 4.27942 0.75023 -0.33190
C 3.78715 1.20050 1.20931
N 2.66414 1.84341 1.53507
C 2.49376 1.92459 2.98233
C 3.58545 0.97624 3.49463
N 4.49423 0.93844 2.34636
H 1.84841 1.77720 0.93127
H 1.49354 1.60728 3.26820
H 2.66351 2.95007 3.32219
H 3.17412 -0.01847 3.68739
H 4.08302 1.35432 4.38672
H 5.15827 0.18706 2.25679
```

- 2S+1: 2
- ⟨S²⟩: 0.75
- E_tot: -2732.27858 hartree
- Charge: -1

# C3H13N2O

A cluster of 2 separate species, C3H13N2O in total at a distorted geometry (ωB97M-V/def2-TZVPD, the OMol25 dataset).

```
19
C3H13N2O ωB97M-V/def2-TZVPD
N 0.04452 2.07977 -1.46526
C -0.00353 2.02335 0.00248
C -0.25005 0.66684 0.61241
N -1.55117 0.18264 0.22874
C -1.56101 -1.52497 0.24731
H 0.69937 2.66440 -1.94591
H -0.56710 1.52585 -2.02986
H -1.64806 0.32168 -0.78016
H 0.82113 2.54579 0.45723
H -0.89877 2.65994 0.18773
H 0.64124 0.09155 0.35881
H -0.06471 0.82268 1.66080
H -2.36220 0.69597 0.57565
H -0.72052 -1.60890 -0.44734
H -2.52745 -1.56666 -0.26208
H -1.29087 -1.72618 1.27955
H 4.50931 -3.22118 0.25163
H 3.10338 -3.71425 0.58686
O 3.62650 -2.91831 0.48142
```

- E_tot: -306.53395 hartree
- Charge: +1